1.
A structure of composition C24H44MoP2 at a distorted geometry, computed with ωB97M-V with the def2-TZVPD basis set.

Calculated values
Multiplicity   3
Lowest unoccupied orbital energy (alpha / beta)   -8.64 / -7.85 eV
HOMO-LUMO gap (alpha / beta)   3.87 / 4.76 eV
Energy relative to the best compared isomer or geometry (same formula, charge and spin)   36.4 kcal per mole
Highest occupied orbital energy (alpha / beta)   -12.5 / -12.6 eV
DFT total energy   -46013.4598 eV
Max |F|   4.46 eV/A
Total charge   +2

Structure (XYZ):
```
71
Properties=species:S:1:pos:R:3:forces:R:3
Mo -1.5423 -1.5099 0.6662 2.9 2.3 -2.2
P -3.5230 -1.5561 -1.9534 -2.5 -0.7 -1.3
P -3.7137 -2.1628 0.9780 -4.1 -1.6 -0.4
C -1.4149 0.0836 2.2318 0.7 0.0 -0.5
C -0.7508 -3.4128 1.0816 0.1 0.7 1.0
C -0.5457 0.1001 -5.1607 0.9 0.2 -0.4
C -3.6853 -2.6865 -3.4728 1.1 0.0 0.3
C -2.3994 1.6271 -6.0200 -0.5 0.6 0.1
C 1.9247 -0.9826 0.8313 0.0 -0.3 0.1
C -2.5044 0.1008 3.2388 -0.1 -0.2 0.8
C -2.5057 1.3980 -3.2928 0.1 -0.9 0.9
C 0.7008 1.5444 -0.4887 0.3 0.2 -0.5
C -3.4428 0.5809 -5.5361 0.4 -0.7 0.7
C -0.1989 -0.7042 2.3154 -0.2 -0.3 0.0
C -4.5852 -3.3168 2.0952 0.7 -0.4 0.3
C -1.0931 -0.5287 -3.9005 0.9 -0.2 1.0
C -3.7596 -2.9351 -0.7286 0.3 0.8 -0.1
C -5.3383 -1.1026 -2.2467 -0.2 1.2 0.9
C -1.3963 0.5309 -2.8037 1.8 1.1 -2.6
C -0.0021 0.7091 0.5074 -0.4 -0.4 0.2
C -0.9959 1.1095 -5.9284 0.3 -0.5 0.3
C -3.5322 0.9366 -4.0787 0.0 -0.6 0.8
C -5.0104 -0.8667 0.9021 0.3 0.6 -0.1
C -1.2502 1.0129 1.1363 0.3 -0.9 0.8
C 0.5862 -0.4157 1.1541 -0.1 0.7 0.6
C -2.1190 2.1953 0.8920 -0.6 0.0 -0.5
C 0.2707 -1.4685 3.5203 -0.2 -0.3 0.2
H 1.2845 2.3517 -0.0062 -0.1 -0.5 0.1
H 0.4511 -0.3179 -5.3940 -0.4 0.8 0.1
H 0.3082 -3.3929 1.3996 -0.6 -0.3 -0.2
H -3.8103 -2.1371 -4.4097 0.2 0.2 0.3
H -6.0196 -1.3081 0.8594 0.5 0.0 0.1
H -3.2527 0.8436 2.9815 0.0 0.2 0.2
H -3.1542 -0.4568 -5.7522 0.4 0.3 -0.2
H -4.6014 -3.2537 -3.3356 0.1 -0.2 0.2
H -2.5024 2.4289 -2.9760 -1.0 0.1 1.5
H -4.6403 -3.5101 -1.0205 0.1 -0.3 0.5
H -2.8118 -3.4506 -0.9694 -0.6 -0.6 0.5
H -5.5506 -0.4352 -3.0996 0.5 -0.5 0.3
H 0.2118 -0.8499 4.4412 0.1 -0.2 -0.6
H -3.1881 1.9257 0.7636 0.6 0.1 0.2
H -2.0449 2.8971 1.7404 0.0 -0.3 -0.2
H -4.0493 -4.2753 2.1249 -0.2 0.2 0.2
H -2.4876 2.5139 -5.3439 0.0 -0.5 -0.9
H -4.4547 0.6508 -5.9469 0.3 0.5 -0.1
H -3.0081 -0.8688 3.2919 0.1 0.1 0.2
H -5.8148 -0.6262 -1.3835 0.1 -0.1 -0.5
H 2.6793 -0.2072 0.9660 0.1 0.0 0.0
H -0.4556 1.0901 -2.6189 -0.7 -0.4 -0.2
H -4.8704 -0.2338 0.0168 0.1 -0.1 0.6
H -2.0986 0.2882 4.2460 -0.2 0.2 -0.3
H -1.9859 -1.1080 -4.0398 -0.2 -0.4 -0.3
H -1.8114 2.7240 -0.0115 -0.1 0.0 0.1
H -0.2686 1.6439 -6.5492 -0.3 -0.6 -0.2
H -0.2821 -1.1916 -3.5059 -0.8 0.2 -0.3
H -2.8289 -3.3662 -3.5526 -0.2 0.1 -0.1
H 1.3882 0.9097 -1.0649 -0.1 0.4 0.0
H -1.7423 0.0621 -1.8747 0.4 0.2 0.0
H -2.6365 2.0160 -7.0110 0.2 -0.3 -0.2
H 0.0167 2.0580 -1.1629 0.1 -0.1 0.1
H -4.9296 -0.2152 1.7776 -0.1 -0.2 0.0
H -5.6101 -3.4993 1.7442 0.4 0.2 -0.1
H 1.3053 -1.8391 3.4025 -0.6 0.2 0.1
H 1.9902 -1.3399 -0.1998 0.0 0.1 0.1
H 2.1731 -1.8108 1.5007 0.0 0.1 -0.2
H -1.3816 -4.0004 1.7702 0.5 0.0 -0.3
H -0.8334 -3.7947 0.0446 0.0 0.0 0.0
H -5.8621 -2.0292 -2.4004 -0.2 -0.4 -0.1
H -4.5162 0.9794 -3.6560 -0.7 1.9 -0.5
H -4.6373 -2.8880 3.1061 0.1 -0.2 -0.2
H -0.3876 -2.3291 3.6689 0.2 0.0 0.3
```
Positions in Å, forces in eV/Å.


2.
An isolated molecule of C24H44N2O at a distorted geometry, computed with ωB97M-V with the def2-TZVPD basis set.

Calculated values
Lowest unoccupied orbital energy   0.64 eV
SMILES   CCCCCCCCCCCCCCCC[C@@H](C#N)[C@@H](C#N)CCCCO
HOMO-LUMO gap   11.04 eV
Highest occupied orbital energy   -10.4 eV
DFT total energy   -30628.4904 eV
Max |F|   3.74 eV/A
Total charge   0

Structure (XYZ):
```
71
Properties=species:S:1:pos:R:3:forces:R:3
O -4.3240 -2.5164 -2.6056 0.0 0.0 -0.2
N -5.5957 1.6316 -2.1969 1.4 -0.1 2.7
N -1.1279 1.1199 1.4738 -2.0 1.2 -2.0
C -5.0267 1.6131 -1.1705 -1.8 0.2 -3.3
C 3.3843 0.9257 -0.2375 -0.4 -0.1 0.1
C 0.9025 2.9340 -2.5034 0.4 0.1 0.2
C 2.2466 -3.9375 2.5028 0.1 0.3 0.1
C -3.1240 -1.0204 -1.0798 0.0 0.0 -0.2
C 1.2074 -2.2780 4.1813 0.0 -0.1 0.3
C 2.0851 2.0895 -2.0454 -0.3 -0.1 0.4
C -0.3397 4.4018 -0.7502 -0.1 0.0 -0.2
C 3.3514 -2.7450 -0.6550 -0.6 -0.1 0.1
C -1.8880 1.5622 0.6944 2.5 -1.6 2.3
C 0.7725 4.2864 -1.7853 -0.2 -0.4 0.0
C -4.4184 0.2536 0.7665 -0.3 -0.2 -0.2
C -4.2689 1.6069 0.0635 0.1 -0.2 0.3
C -1.7418 4.1477 -1.3066 -0.1 0.1 0.1
C -4.2751 -0.9996 -0.0972 0.3 -0.1 0.4
C -2.7462 3.6378 -0.2772 0.4 -0.2 0.1
C -3.0979 -2.2763 -1.9380 -0.1 0.2 0.1
C 2.5438 -1.5263 -0.1935 0.4 0.2 0.0
C -2.8344 2.0899 -0.2598 -0.4 0.8 0.0
C 3.6057 -3.9220 0.3050 0.4 0.3 0.2
C 3.3785 -0.4202 0.4824 -0.4 -0.2 0.0
C 2.0227 1.5267 -0.6276 0.1 0.0 -0.1
C 3.5789 -3.6775 1.8136 0.0 -0.3 0.0
C 2.2097 -3.4031 3.9472 -0.1 0.0 -0.5
H 2.9995 2.6701 -2.1083 0.3 0.2 -0.3
H 0.6175 5.0629 -2.5264 0.0 0.2 -0.2
H 2.1798 1.2380 -2.7128 0.2 -0.1 -0.3
H -2.5598 1.7682 -1.2547 0.1 -0.4 -0.1
H 2.9461 -4.7532 0.0816 -0.3 -0.1 -0.1
H 1.0608 3.1377 -3.5561 -0.1 -0.1 -0.3
H 2.8277 -3.1432 -1.5183 0.0 -0.2 -0.3
H 4.6041 -4.2821 0.0794 0.2 -0.2 -0.2
H 2.0951 -5.0107 2.5164 -0.2 -0.3 -0.1
H -0.0006 2.3378 -2.4223 -0.3 -0.1 0.0
H 0.4424 -2.2594 3.4217 -0.4 0.0 -0.3
H 1.7542 2.3086 0.0719 -0.1 0.2 0.3
H -1.7057 3.4431 -2.1292 0.0 -0.1 -0.3
H 3.9743 0.8207 -1.1426 0.2 0.0 -0.2
H 3.1923 -3.0192 4.1885 0.4 -0.1 0.2
H -2.3556 -2.1428 -2.7149 0.3 -0.1 -0.1
H 1.2321 0.7887 -0.5567 -0.2 -0.2 0.0
H 1.4331 -3.5185 1.9195 -0.2 0.1 -0.1
H 3.9552 -2.6960 2.0788 0.0 0.4 -0.1
H -5.2081 -1.2145 -0.5998 -0.2 0.1 -0.3
H -0.3306 5.4167 -0.3626 0.1 0.2 0.2
H 2.0016 -4.2265 4.6166 0.0 -0.2 0.3
H 2.0969 -1.1129 -1.0912 -0.2 0.2 -0.2
H -0.1339 3.7550 0.0949 0.0 -0.3 0.2
H 4.2984 -2.3798 -1.0341 0.3 0.1 -0.1
H 1.6842 -1.3087 4.1902 0.1 0.3 -0.1
H 1.7193 4.4813 -1.2934 0.2 0.3 0.1
H 4.2689 -4.3898 2.2565 0.3 0.0 0.2
H 0.7211 -2.4023 5.1429 -0.1 0.1 0.2
H 1.7201 -1.7956 0.4551 -0.3 -0.2 0.1
H -2.4215 3.9557 0.7083 -0.1 0.2 0.3
H -2.1772 -0.9583 -0.5510 0.3 0.1 0.1
H -3.7317 4.0562 -0.4372 -0.3 0.0 -0.2
H -5.4189 0.2402 1.1855 -0.2 0.0 0.1
H -2.8153 -3.1314 -1.3280 0.1 -0.2 0.1
H -2.1235 5.0705 -1.7254 0.0 0.3 -0.2
H 3.8872 1.6400 0.4033 0.4 0.2 0.0
H 4.4020 -0.7719 0.5449 0.3 0.0 0.1
H -4.1177 -1.8199 0.5990 -0.1 -0.3 0.2
H -4.7323 2.3564 0.6968 0.0 0.2 0.3
H -4.8806 -3.0587 -2.0476 -0.1 -0.1 0.1
H -3.1670 -0.1752 -1.7573 -0.1 0.2 -0.2
H -3.7490 0.2014 1.6139 0.3 0.2 0.1
H 3.0344 -0.2833 1.5029 -0.1 0.1 0.3
```
Positions in Å, forces in eV/Å.


3.
A cluster of 6 separate species, C24H44N3O11 in total at a distorted geometry, computed with ωB97M-V with the def2-TZVPD basis set.

Calculated values
Lowest unoccupied orbital energy   -3.84 eV
HOMO-LUMO gap   7.25 eV
Highest occupied orbital energy   -11.1 eV
DFT total energy   -52584.2559 eV
Max |F|   1.48 eV/A
Total charge   +1

Structure (XYZ):
```
82
Properties=species:S:1:pos:R:3:forces:R:3
O 3.3928 3.6035 -0.3410 -0.3 0.1 -0.2
O -4.8797 4.5364 2.7912 0.1 0.3 0.3
O -0.1569 2.2836 -2.8889 -1.0 0.6 0.9
O -3.1174 3.3537 3.3630 0.0 0.1 0.1
O -0.0109 -2.3409 -0.8154 0.2 -0.2 -0.2
O 0.6069 -4.1353 0.3135 0.0 0.2 -0.3
O 1.8266 -5.7434 4.5064 -0.1 0.4 0.2
O 3.4683 4.3245 1.7240 -0.1 -0.4 0.1
O -2.5546 -3.0148 -5.6670 -0.1 0.2 0.1
O 2.6920 -6.3879 6.4219 -0.1 0.2 0.1
O -2.2192 -3.9961 -3.7308 -0.4 0.2 0.2
N -2.3049 3.1697 -1.9484 1.1 -0.8 -0.5
N 0.6590 4.9982 -4.7633 -0.1 0.2 -0.7
N 0.4144 3.4571 -3.3735 -0.3 -1.3 0.1
C 3.7158 -7.3286 4.5075 0.4 0.3 -0.2
C -0.3687 -5.0320 -2.5466 0.1 -0.1 -0.3
C -5.7399 5.1177 1.8071 -0.2 -0.1 -0.2
C 4.0882 5.0531 2.7978 0.1 0.4 0.2
C -0.7955 -1.1583 -0.9602 -0.1 0.3 0.0
C 3.8738 4.3735 0.4604 0.0 0.3 0.0
C 4.8536 5.4380 0.0335 0.5 -0.3 0.1
C 0.0577 -3.0674 0.3223 0.1 0.2 0.6
C -3.8911 3.6726 2.5045 -0.1 -0.4 -0.2
C -2.0629 -3.9296 -5.0627 0.4 -0.1 -0.2
C 1.3600 4.2602 -2.7904 -0.1 -0.3 0.2
C -0.0493 0.0698 -0.4814 0.3 -0.1 0.1
C 0.0042 3.8752 -4.5512 -0.1 -0.1 -0.1
C 1.5010 5.2357 -3.7129 0.9 0.9 0.6
C -0.4822 -2.4771 1.6023 -0.5 -0.1 -0.1
C 3.5399 6.4600 2.9018 -0.1 0.0 -0.2
C 1.8925 -5.5843 3.0855 -0.1 -0.2 -0.2
C -1.3423 2.6716 -2.3621 -0.1 0.3 0.3
C 1.2494 -6.7574 2.3756 0.1 -0.2 0.0
C -1.8286 -5.1230 -2.9317 0.3 -0.1 0.1
C -3.8276 3.0521 1.1282 0.2 0.4 -0.3
C 2.7305 -6.4364 5.2254 0.1 -0.4 -0.1
C -1.1985 -4.9543 -5.7566 -0.4 -0.4 -0.1
C -6.9116 4.2124 1.4890 0.0 -0.2 0.0
H -0.6395 0.9703 -0.6557 -0.1 0.0 0.1
H -4.2359 3.6808 0.3406 -0.2 -0.1 0.0
H -2.7821 2.8833 0.8803 0.0 -0.2 0.2
H -7.4629 3.9749 2.3988 0.0 0.1 0.0
H 5.4750 5.0306 -0.7615 -0.2 0.0 -0.1
H 3.3113 -8.3386 4.4614 0.0 0.0 0.0
H -0.1855 -4.5640 -5.8430 0.0 0.0 0.0
H -5.1765 5.4005 0.9158 0.0 -0.1 0.0
H 0.2200 -6.8857 2.7124 0.0 0.1 0.0
H 3.8461 4.5013 3.7038 -0.1 -0.2 -0.1
H -1.3029 -1.7784 1.4569 0.1 0.1 0.0
H -0.9940 -1.0673 -2.0286 0.0 -0.2 0.0
H 1.7724 -7.6907 2.5876 0.1 0.0 0.0
H 3.9751 6.9766 3.7567 0.0 0.0 0.0
H 2.4564 6.4359 3.0206 0.0 0.0 0.1
H 0.9017 0.1656 -1.0078 0.0 0.0 -0.1
H -1.6036 -5.1222 -6.7520 0.1 0.2 0.0
H 1.3336 -4.6784 2.8597 0.0 0.0 0.2
H 0.5256 5.5577 -5.5944 0.2 0.1 0.1
H -0.8687 -3.2886 2.2151 0.2 0.0 0.0
H -2.4454 -5.0769 -2.0345 -0.1 0.2 -0.1
H 5.5276 5.7590 0.8228 -0.1 0.1 0.0
H -4.3521 2.0975 1.1430 0.0 0.0 0.0
H 0.2808 -5.0601 -3.4235 0.0 -0.1 0.0
H 4.3016 6.2972 -0.3462 0.0 0.0 0.0
H -0.1699 -4.1004 -2.0322 0.0 -0.1 0.0
H 1.8397 4.0905 -1.8202 -0.1 -0.1 -0.3
H -0.7222 3.3352 -5.1410 0.1 0.3 -0.2
H 3.7506 7.0425 2.0039 0.1 0.0 0.0
H -6.1065 6.0437 2.2475 0.1 0.0 0.1
H 2.9177 -5.4045 2.7577 0.0 -0.1 0.0
H 3.9701 -6.9912 3.5051 -0.2 -0.1 -0.1
H -1.7654 -1.2731 -0.4748 0.0 0.0 0.1
H -6.5835 3.2660 1.0577 0.0 0.0 -0.1
H -0.0930 -5.8555 -1.8881 0.0 0.0 0.0
H 5.1742 5.0322 2.7041 0.0 0.0 -0.1
H 4.6416 -7.3397 5.0783 -0.1 -0.1 0.2
H -7.5888 4.6958 0.7841 0.0 0.0 0.0
H -1.1753 -5.9217 -5.2609 0.2 0.1 0.1
H 2.1644 6.0798 -3.6121 -0.2 0.1 -0.4
H 0.3292 -1.9818 2.1347 0.0 0.0 0.0
H -2.0779 -6.0621 -3.4278 0.0 0.1 -0.1
H 1.2481 -6.5991 1.2974 0.0 0.1 0.0
H 0.1839 0.0115 0.5814 -0.1 0.1 0.0
```
Positions in Å, forces in eV/Å.


Among the records above, which one has the lowest total charge? C24H44N2O